Here is C30H45F4N6O5ReS2 as an isolated structure from the Open Molecules 2025 dataset. Energies are from ωB97M-V with the def2-TZVPD basis set.

Atoms and positions in Å:
Re: -0.112 0.213 -2.163
C: -0.888 -2.473 -3.587
N: -0.323 -1.124 -3.829
C: -1.047 -0.559 -5.004
C: 1.138 -1.229 -4.143
C: 1.740 0.154 -4.345
N: 1.172 1.012 -3.281
C: 1.754 2.268 -2.983
C: 1.521 2.778 -1.712
F: 0.751 2.000 -0.850
C: 2.026 3.980 -1.274
F: 1.764 4.373 -0.028
C: 2.793 4.747 -2.129
C: 3.031 4.269 -3.404
F: 3.750 4.974 -4.252
C: 2.520 3.048 -3.838
F: 2.763 2.642 -5.079
H: -0.848 -3.064 -4.505
H: -0.322 -2.991 -2.819
H: -1.927 -2.372 -3.275
H: -0.855 -1.183 -5.879
H: -2.113 -0.554 -4.791
H: -0.721 0.458 -5.200
H: 1.618 -1.719 -3.285
H: 1.302 -1.872 -5.011
H: 2.826 0.098 -4.263
H: 1.506 0.562 -5.327
H: 3.196 5.701 -1.814
C: -2.823 -1.477 6.819
C: -1.350 -1.286 6.497
S: -1.008 -1.100 4.771
O: -1.944 -0.167 4.177
O: 0.406 -0.861 4.591
C: -1.338 -2.699 4.021
C: -1.812 -2.551 2.586
N: -0.783 -2.119 1.604
C: -0.784 -0.801 0.935
N: -0.242 -1.083 -0.417
C: 0.298 -2.294 -0.354
C: -0.030 -2.918 0.846
N: 0.398 -4.264 1.185
O: -0.146 -4.805 2.119
O: 1.278 -4.707 0.478
C: -2.111 -0.100 0.939
H: -2.945 -1.491 7.901
H: -3.210 -2.423 6.440
H: -3.420 -0.661 6.419
H: -0.715 -2.106 6.840
H: -0.951 -0.359 6.917
H: -2.135 -3.188 4.582
H: -0.431 -3.297 4.118
H: -2.604 -1.806 2.555
H: -2.207 -3.500 2.237
H: 0.885 -2.748 -1.137
H: -2.883 -0.738 0.509
H: -2.016 0.812 0.350
H: -2.377 0.179 1.959
N: -1.600 1.721 -2.323
C: -2.825 1.326 -3.026
C: -3.575 0.281 -2.511
C: -4.697 -0.150 -3.205
C: -5.048 0.461 -4.403
C: -4.288 1.511 -4.901
C: -3.167 1.952 -4.210
H: -1.178 2.503 -2.828
H: -1.851 2.107 -1.411
H: -3.299 -0.187 -1.571
H: -5.302 -0.954 -2.809
H: -5.925 0.128 -4.941
H: -4.570 1.996 -5.826
H: -2.576 2.777 -4.597
C: 4.800 -0.487 1.560
C: 3.758 -1.574 1.801
C: 2.477 -1.078 2.476
S: 1.697 0.126 1.385
O: 0.094 0.095 1.658
C: 2.060 1.723 2.141
C: 1.456 1.984 3.513
C: 1.977 3.327 4.025
H: 5.720 -0.922 1.174
H: 5.049 0.036 2.486
H: 4.468 0.252 0.822
H: 4.164 -2.336 2.469
H: 3.508 -2.086 0.867
H: 2.640 -0.614 3.448
H: 1.745 -1.874 2.619
H: 1.733 2.458 1.404
H: 3.155 1.727 2.158
H: 1.705 1.187 4.211
H: 0.368 2.001 3.436
H: 3.060 3.311 4.152
H: 1.532 3.552 4.993
H: 1.724 4.143 3.346

Values from the calculation:
2S+1: 2
F_max, eV/A: 0.27
Total charge: +3
Energy above the lowest of the compared OMol25 structures with the same formula, charge and spin, kcal per mole: 78.1
Gap between HOMO and LUMO (spin up / spin down), eV: 7.51 / 6.08

Mulliken population analysis, charges in e, atoms 1 to 2: atom 1 (Re): 0.66, atom 2 (C): -0.91

---

Here is C30H45GeN4PdS3 as an isolated structure from the Open Molecules 2025 dataset. Energies are from ωB97M-V with the def2-TZVPD basis set.

Atoms and positions in Å:
Pd: -0.654 0.413 1.511
S: 1.467 -0.029 1.020
C: 2.316 -0.011 2.528
N: 3.495 -0.522 2.656
C: 4.180 -0.483 3.965
C: 3.867 0.810 4.666
N: 2.408 1.024 4.693
C: 1.888 1.662 5.925
C: 2.020 0.728 7.104
C: 1.537 -0.576 7.043
C: 1.656 -1.410 8.144
C: 2.250 -0.942 9.309
C: 2.726 0.358 9.373
C: 2.619 1.193 8.268
C: 1.663 0.623 3.711
S: -0.028 0.769 3.704
C: 4.261 -1.167 1.550
C: 5.457 -0.323 1.204
C: 5.270 0.917 0.594
C: 6.364 1.710 0.288
C: 7.647 1.265 0.586
C: 7.836 0.028 1.185
C: 6.740 -0.766 1.498
H: 5.249 -0.555 3.776
H: 3.857 -1.349 4.547
H: 4.341 1.665 4.177
H: 4.207 0.757 5.699
H: 0.860 1.973 5.747
H: 2.494 2.556 6.087
H: 1.040 -0.944 6.150
H: 1.273 -2.421 8.100
H: 2.336 -1.592 10.169
H: 3.185 0.726 10.281
H: 2.995 2.207 8.320
H: 3.593 -1.297 0.701
H: 4.557 -2.152 1.911
H: 4.270 1.252 0.334
H: 6.223 2.666 -0.197
H: 8.501 1.880 0.340
H: 8.835 -0.323 1.403
H: 6.892 -1.739 1.951
C: -3.535 1.661 4.152
C: -2.886 2.608 3.151
C: -2.899 2.058 1.735
C: -2.232 2.962 0.695
Ge: -0.285 2.957 0.770
C: 0.864 3.735 2.124
C: 1.107 5.212 1.754
C: -0.145 6.075 1.880
C: 0.139 7.549 1.626
H: -3.533 2.086 5.154
H: -3.015 0.700 4.194
H: -4.572 1.463 3.881
H: -1.861 2.843 3.458
H: -3.422 3.561 3.139
H: -3.930 1.867 1.428
H: -2.447 1.019 1.724
H: -2.562 3.999 0.809
H: -2.488 2.660 -0.321
H: 0.409 2.774 -0.580
H: 1.802 3.173 2.111
H: 0.401 3.650 3.106
H: 1.514 5.293 0.740
H: 1.888 5.599 2.413
H: -0.576 5.944 2.878
H: -0.909 5.731 1.168
H: 0.850 7.937 2.355
H: -0.771 8.142 1.700
H: 0.561 7.704 0.632
S: -1.306 0.216 -0.707
C: -1.386 -1.513 -1.043
N: -0.748 -1.969 -2.099
C: -0.918 -3.334 -2.636
C: -2.230 -3.911 -2.140
C: -2.328 -3.741 -0.633
N: -2.123 -2.318 -0.298
H: -0.185 -1.310 -2.617
H: -0.070 -3.944 -2.321
H: -0.902 -3.264 -3.721
H: -2.282 -4.968 -2.396
H: -3.069 -3.412 -2.626
H: -1.575 -4.338 -0.117
H: -3.307 -4.031 -0.260
H: -2.722 -1.885 0.392

Values from the calculation:
F_max, eV/A: 0.60
Total charge: +3
Energy above the lowest of the compared OMol25 structures with the same formula, charge and spin, kcal per mole: 12.4
Gap between HOMO and LUMO, eV: 5.76

Mulliken population analysis, charges in e, atoms 1 to 2: atom 1 (Pd): -0.53, atom 2 (S): -0.02

---

Here is C30H45InNO4P2 as an isolated structure in a non-equilibrium geometry from the Open Molecules 2025 dataset. Energies are from ωB97M-V with the def2-TZVPD basis set.

Atoms and positions in Å:
In: 1.223 2.112 1.071
C: -1.687 -0.948 1.700
C: -1.261 -1.937 0.778
C: 0.570 -1.257 1.978
C: -0.550 -0.524 2.446
C: 0.127 -2.144 0.959
C: -3.055 -0.454 1.912
H: -3.736 -0.837 1.140
H: -3.058 0.648 1.861
H: -3.449 -0.765 2.896
C: -0.558 0.354 3.633
H: -1.534 0.838 3.761
H: 0.200 1.152 3.593
H: -0.342 -0.218 4.553
C: 1.929 -1.193 2.555
H: 1.932 -1.613 3.576
H: 2.305 -0.159 2.613
H: 2.629 -1.783 1.950
C: 0.955 -3.164 0.280
H: 0.920 -4.127 0.817
H: 2.007 -2.861 0.220
H: 0.594 -3.354 -0.739
C: -2.125 -2.687 -0.165
H: -2.380 -3.688 0.226
H: -1.621 -2.828 -1.132
H: -3.062 -2.146 -0.341
C: -0.958 2.117 -2.012
C: -2.004 1.283 -1.896
C: -2.353 0.088 -2.717
C: -1.175 -0.496 -3.534
C: -0.029 -0.952 -2.679
C: 1.034 -0.254 -2.269
C: 1.364 1.144 -2.655
C: 0.165 2.109 -2.987
H: -3.224 0.362 -3.342
H: -0.871 0.242 -4.288
H: -2.732 -0.726 -2.080
H: -0.184 1.895 -4.012
H: -0.884 2.902 -1.246
H: -2.719 1.499 -1.093
H: 0.585 3.134 -3.045
H: 1.996 1.631 -1.887
H: 1.813 -0.771 -1.694
H: 2.026 1.091 -3.554
H: -1.543 -1.373 -4.102
H: -0.073 -2.022 -2.436
P: -0.232 1.514 -6.268
C: -0.367 3.339 -6.446
C: -1.538 0.986 -7.451
P: 2.077 -0.358 -6.950
C: 1.265 1.278 -7.333
C: 1.454 -1.311 -8.412
C: 3.714 0.056 -7.702
H: 0.493 3.825 -5.963
H: -1.296 3.668 -5.961
H: -0.389 3.594 -7.513
H: -1.454 1.584 -8.368
H: -2.509 1.178 -6.972
H: -1.446 -0.081 -7.688
H: 3.591 0.375 -8.744
H: 4.348 -0.837 -7.675
H: 4.193 0.855 -7.122
H: 1.987 2.088 -7.128
H: 0.964 1.320 -8.396
H: 2.007 -2.259 -8.449
H: 1.653 -0.749 -9.332
H: 0.382 -1.517 -8.319
O: -2.062 2.325 1.080
C: -1.366 3.203 1.630
O: -0.329 3.786 1.078
C: -1.676 3.635 3.048
C: -0.631 4.070 3.891
C: -0.875 4.328 5.236
C: -2.167 4.164 5.760
C: -3.241 3.812 4.908
C: -2.986 3.531 3.566
N: -2.361 4.176 7.165
O: -1.371 4.387 7.903
O: -3.515 3.995 7.621
H: 0.371 4.208 3.484
H: -0.067 4.640 5.894
H: -4.243 3.750 5.313
H: -3.789 3.231 2.896

Values from the calculation:
F_max, eV/A: 4.01
Total charge: +1
Energy above the lowest of the compared OMol25 structures with the same formula, charge and spin, kcal per mole: 0.0
Gap between HOMO and LUMO (spin up / spin down), eV: 4.24 / 4.27

Mulliken population analysis, charges in e, atoms 1 to 2: atom 1 (In): 0.88, atom 2 (C): 0.55

---

Here is C30H45LaN3O7P2 as an isolated structure in a non-equilibrium geometry from the Open Molecules 2025 dataset. Energies are from ωB97M-V with the def2-TZVPD basis set.

Atoms and positions in Å:
La: -0.581 -0.398 1.255
C: -0.597 -2.874 2.386
C: 0.706 -2.787 1.806
C: 0.667 -1.456 3.692
C: -0.610 -2.059 3.556
C: 1.487 -1.912 2.622
C: -1.722 -3.739 1.944
H: -1.578 -4.108 0.923
H: -2.687 -3.207 1.964
H: -1.824 -4.612 2.610
C: -1.705 -1.989 4.548
H: -2.680 -2.212 4.091
H: -1.786 -0.995 5.009
H: -1.543 -2.713 5.366
C: 1.091 -0.608 4.833
H: 1.152 -1.179 5.774
H: 0.381 0.214 5.002
H: 2.071 -0.158 4.649
C: 2.937 -1.622 2.482
H: 3.539 -2.139 3.249
H: 3.144 -0.548 2.588
H: 3.324 -1.931 1.507
C: 1.194 -3.539 0.621
H: 1.628 -4.507 0.916
H: 1.974 -2.992 0.075
H: 0.391 -3.748 -0.097
C: -1.753 0.282 -5.138
C: -1.805 -1.043 -5.364
C: -0.938 -1.785 -6.341
C: 0.479 -1.202 -6.564
C: 1.170 -0.694 -5.331
C: 1.225 0.605 -4.990
C: 0.369 1.688 -5.577
C: -1.039 1.239 -6.049
H: -1.428 -1.852 -7.330
H: 0.452 -0.437 -7.353
H: -0.830 -2.827 -5.998
H: -0.975 0.846 -7.073
H: -2.389 0.740 -4.374
H: -2.598 -1.646 -4.906
H: -1.659 2.148 -6.135
H: 0.242 2.487 -4.827
H: 1.992 0.957 -4.291
H: 0.878 2.158 -6.438
H: 1.097 -2.014 -6.979
H: 1.754 -1.442 -4.779
P: -0.891 -0.662 -1.565
P: 1.939 0.710 -0.292
C: -0.021 0.735 -2.369
C: 0.975 1.619 -1.581
H: -0.751 1.367 -2.897
H: 0.530 0.185 -3.142
H: 1.710 2.066 -2.275
H: 0.444 2.446 -1.077
C: 2.977 1.989 0.463
H: 3.536 1.533 1.289
H: 2.355 2.796 0.872
H: 3.683 2.407 -0.264
C: 3.162 -0.278 -1.226
H: 3.694 0.338 -1.964
H: 2.670 -1.121 -1.731
H: 3.890 -0.686 -0.509
C: -2.627 -0.082 -1.549
H: -3.290 -0.902 -1.238
H: -2.891 0.237 -2.564
H: -2.774 0.761 -0.851
C: -0.838 -2.201 -2.524
H: 0.131 -2.707 -2.399
H: -1.004 -2.043 -3.597
H: -1.626 -2.874 -2.149
O: -0.239 4.735 7.373
N: -1.033 3.837 7.018
O: -1.801 3.256 7.807
C: -1.058 3.454 5.622
C: -0.150 4.068 4.743
C: -0.037 3.584 3.445
C: -0.687 2.371 3.089
O: -0.192 1.617 2.151
C: -1.818 1.951 3.892
C: -1.962 2.477 5.181
N: -2.780 0.980 3.434
O: -2.675 0.458 2.226
O: -3.702 0.640 4.181
N: 0.735 4.301 2.454
O: 1.487 5.228 2.847
O: 0.610 3.989 1.248
H: 0.462 4.904 5.068
H: -2.762 2.126 5.824

Values from the calculation:
F_max, eV/A: 3.21
Total charge: +1
Energy above the lowest of the compared OMol25 structures with the same formula, charge and spin, kcal per mole: 0.0
Gap between HOMO and LUMO (spin up / spin down), eV: 5.74 / 5.74

Mulliken population analysis, charges in e, atoms 1 to 2: atom 1 (La): 1.07, atom 2 (C): 0.13